[1]
This record from the OMol25 dataset describes the molecule C4H8N2. The level of theory is ωB97M-V/def2-TZVPD.

Geometry as ORCA input:
```
! wB97M-V def2-TZVPD RIJCOSX def2/J DEFGRID3
* xyz 0 1
C 0.8778 -1.3824 -0.1811
N 0.3107 -0.0675 -0.2690
C 0.8834 0.9846 0.5044
C -1.1380 -0.1360 -0.4193
C -1.8949 1.0567 -0.0102
N -2.4770 2.0168 0.2709
H 1.9401 -1.3366 -0.4353
H 0.3904 -2.0500 -0.9073
H 0.7554 -1.8278 0.8214
H 0.7879 0.8180 1.5867
H 0.3898 1.9279 0.2444
H 1.9368 1.0684 0.2219
H -1.6027 -1.0223 0.0646
H -1.0324 -0.1586 -1.4977
*
```

ΔE to the lowest compared entry with this formula, charge and spin	1.495	eV
total energy	-266.6671	hartree
HOMO	-8.613	eV
Kohn-Sham gap	9.41	eV

=====

[2]
This record from the OMol25 dataset describes C49H47ClMgN10OS6 as an isolated structure. The level of theory is ωB97M-V/def2-TZVPD.

Geometry as ORCA input:
```
! wB97M-V def2-TZVPD RIJCOSX def2/J DEFGRID3
* xyz 0 1
Mg 0.9469 -0.2680 1.5503
C -1.3589 2.5275 5.9416
C -0.2013 1.7877 6.1131
C 0.1129 0.7680 5.2398
C -0.7194 0.4713 4.1605
C -1.9083 1.1869 4.0234
C -2.2185 2.2064 4.9054
N -0.3198 -0.5005 3.2464
C -0.5910 -1.7640 3.4569
C -1.4753 -2.2385 4.4737
C -1.6990 -3.5682 4.6449
C -1.0428 -4.5297 3.8423
C -0.1821 -4.1346 2.8617
C 0.0509 -2.7555 2.6270
N 0.9326 -2.2445 1.7803
N 1.7562 -2.9719 1.1066
C 2.7591 -2.2396 0.5465
C 3.7728 -2.9237 -0.1428
C 4.8659 -2.2189 -0.5912
C 4.9305 -0.8505 -0.3435
C 3.8690 -0.2495 0.3060
N 2.8131 -0.9129 0.7370
H -1.5931 3.3265 6.6259
H 0.4702 2.0033 6.9302
H 1.0058 0.1783 5.3798
H -2.6157 0.9179 3.2510
H -3.1461 2.7500 4.7805
H -1.9766 -1.5060 5.0875
H -2.3887 -3.9029 5.4081
H -1.2445 -5.5759 4.0130
H 0.3385 -4.8467 2.2354
H 3.6717 -3.9872 -0.2849
H 5.6655 -2.7133 -1.1200
H 5.7864 -0.2697 -0.6413
H 3.8744 0.8139 0.5100
N -2.9967 1.3866 0.7051
C -3.9975 0.4310 0.9361
C -5.2944 0.8309 1.2253
C -6.2731 -0.1144 1.4956
C -5.9632 -1.4609 1.4917
C -4.6699 -1.8700 1.1962
C -3.7004 -0.9312 0.9037
S -2.0454 -1.4469 0.4956
N -1.1633 -0.0819 0.8182
C -1.6579 1.0933 0.9036
C -0.7265 2.1729 1.2284
C -1.1201 3.4957 1.4456
C -0.1638 4.4442 1.7595
C 1.1647 4.0577 1.8205
C 1.4631 2.7210 1.5966
N 0.5548 1.8081 1.3229
H -3.2909 2.3344 0.8860
H -5.5455 1.8826 1.2246
H -7.2764 0.2119 1.7218
H -6.7226 -2.1928 1.7184
H -4.4125 -2.9168 1.1807
H -2.1551 3.7960 1.3973
H -0.4530 5.4643 1.9585
H 1.9447 4.7606 2.0585
H 2.4817 2.3651 1.6405
C -2.6170 0.7468 -2.7115
C -2.7735 -0.3307 -3.7889
C -3.9996 0.0334 -4.6474
C -3.0897 -1.6713 -3.1135
C -1.5058 -0.4798 -4.7080
O -1.8198 -1.3583 -5.7759
C -1.0193 0.8892 -5.2397
C -0.1590 0.8129 -6.5124
C 1.2334 0.2872 -6.3023
C 2.1296 0.9542 -5.4731
C 3.4090 0.4708 -5.2764
C 3.8083 -0.6840 -5.9308
Cl 5.4113 -1.2906 -5.6923
C 2.9405 -1.3552 -6.7767
C 1.6587 -0.8663 -6.9524
C -0.3287 -1.2343 -4.0344
N 0.2289 -0.6312 -2.8634
C 0.3257 -1.1493 -1.6309
N 0.8735 -0.2706 -0.8213
C 1.1288 0.7830 -1.6140
N 0.7519 0.5980 -2.8555
H -3.5024 0.7400 -2.0781
H -2.5195 1.7379 -3.1464
H -1.7601 0.5672 -2.0715
H -4.8286 0.2940 -3.9930
H -4.3150 -0.8134 -5.2533
H -3.8137 0.8852 -5.2979
H -4.0912 -1.6396 -2.6907
H -2.3990 -1.8878 -2.3040
H -3.0519 -2.4755 -3.8445
H -2.5189 -0.9532 -6.3015
H -0.4464 1.3777 -4.4543
H -1.8851 1.5133 -5.4692
H -0.0858 1.8276 -6.9119
H -0.6629 0.1972 -7.2584
H 1.8241 1.8574 -4.9696
H 4.0950 0.9853 -4.6210
H 3.2630 -2.2487 -7.2884
H 0.9760 -1.3955 -7.6008
H 0.4467 -1.3138 -4.8002
H -0.6642 -2.2385 -3.7771
H 0.0145 -2.1376 -1.3569
H 1.5905 1.6851 -1.2730
C 5.9939 -0.8053 4.6229
S 6.2204 0.6433 3.5407
C 4.9322 1.7078 4.0874
C 3.6044 1.4368 3.9822
S 2.9252 -0.0382 3.5096
S 2.5503 2.7777 4.5371
C 3.8069 3.9299 4.8945
S 3.5122 5.4631 5.3879
S 5.4057 3.2949 4.6766
H 6.7765 -1.5138 4.3707
H 5.0142 -1.2310 4.4276
H 6.0880 -0.4917 5.6571
*
```

ΔE to the lowest compared entry with this formula, charge and spin	1.005	eV
total energy	-5567.7484	hartree
HOMO (spin up / spin down)	-6.432 / -6.431	eV
Kohn-Sham gap (spin up / spin down)	5.43 / 5.43	eV

=====

[3]
This record from the OMol25 dataset describes a 2-piece molecular cluster, C31H33BO3S2 overall. The level of theory is ωB97M-V/def2-TZVPD.

Geometry as ORCA input:
```
! wB97M-V def2-TZVPD RIJCOSX def2/J DEFGRID3
* xyz 0 1
C 6.1706 3.9356 2.7596
C 4.9619 3.2868 2.2137
C 4.6725 3.0366 0.8876
C 3.4278 2.3592 0.6856
C 2.7851 2.0510 1.8619
B 1.6580 0.8794 2.0970
C 0.3088 1.7668 1.9146
C -0.0876 2.4566 0.7888
C -1.0307 3.4907 1.0621
C -1.4106 3.5621 2.3896
C -2.2429 4.6332 2.9787
S -0.5351 2.3733 3.3125
O 2.1469 -0.0179 1.0463
C 2.3272 -1.2912 1.6412
C 0.9772 -1.9480 1.5328
C 3.3452 -2.1336 0.8671
C 2.6747 -0.8814 3.1852
C 2.1754 -1.9221 4.1664
C 4.1688 -0.6139 3.3504
O 1.8968 0.2951 3.3855
S 3.6707 2.6992 3.1998
H 6.8771 4.1736 1.9628
H 5.9111 4.8752 3.2532
H 6.6850 3.3013 3.4872
H 5.3311 3.3112 0.0790
H 3.0442 2.0906 -0.2865
H 0.3502 2.2649 -0.1842
H -1.4103 4.1789 0.3102
H -2.8394 5.1041 2.1894
H -2.9296 4.2501 3.7376
H -1.6158 5.4054 3.4461
H 0.9438 -2.9646 1.9222
H 0.2946 -1.3268 2.1178
H 0.6423 -1.9493 0.4871
H 3.4049 -3.1438 1.2949
H 2.9946 -2.2435 -0.1680
H 4.3450 -1.6856 0.8666
H 2.4963 -2.9051 3.8091
H 2.6026 -1.7411 5.1548
H 1.0845 -1.8871 4.2454
H 4.6966 -1.5810 3.3850
H 4.5757 -0.0150 2.5228
H 4.3533 -0.0769 4.2902
C -7.1421 0.9787 5.5512
C -6.5088 1.3948 4.3664
C -5.2200 0.9439 4.0674
C -4.5666 0.0537 4.9590
C -3.2965 -0.4636 4.6008
O -2.9891 -1.5854 5.3060
C -2.1439 -2.4883 4.6962
C -1.7065 -2.2856 3.3644
C -1.3295 -3.4837 2.7010
C -0.9642 -4.6069 3.4341
C -1.3504 -4.7349 4.7795
C -1.9567 -3.6586 5.4218
C -1.7111 -0.9360 2.8717
C -2.4851 -0.0214 3.5594
C -5.2435 -0.4288 6.1081
C -6.5174 0.0428 6.3965
H -8.1443 1.3428 5.7923
H -7.0236 2.0497 3.6598
H -4.6895 1.2178 3.1493
H -1.2805 -3.4813 1.6088
H -0.3625 -5.3886 2.9615
H -1.1463 -5.6401 5.3531
H -2.3259 -3.6909 6.4491
H -1.3868 -0.6816 1.8659
H -2.5090 1.0309 3.2712
H -4.7576 -1.1556 6.7605
H -7.0365 -0.3474 7.2735
*
```

total energy	-2247.9590	hartree
HOMO	-6.075	eV
Kohn-Sham gap	3.34	eV

=====

[4]
This record from the OMol25 dataset describes a 3-piece molecular cluster, C3H11NO3 overall. The level of theory is ωB97M-V/def2-TZVPD.

Geometry as ORCA input:
```
! wB97M-V def2-TZVPD RIJCOSX def2/J DEFGRID3
* xyz 0 1
C -1.2196 0.8273 -1.2828
N -1.3867 -0.6127 -0.8685
C -0.3810 -1.2744 -0.1638
C 0.3011 -2.4625 -0.8448
O -0.2289 -1.0083 1.0291
H -0.8620 1.5569 -0.5244
H -0.7293 0.9078 -2.2932
H -2.3751 1.2531 -1.4804
H -2.1068 -1.2303 -1.1326
H 1.3369 -2.1435 -0.4558
H -0.0822 -2.3603 -1.7879
H -0.0402 -3.3978 -0.3244
O 3.0571 2.3143 0.3586
H 2.6587 2.2565 1.1732
H 2.9024 1.4716 -0.1265
O 0.0625 1.2619 3.1560
H -0.3760 0.5649 2.6241
H -0.5308 2.0755 2.9443
*
```

ΔE to the lowest compared entry with this formula, charge and spin	2.949	eV
total energy	-401.3047	hartree
HOMO	-9.514	eV
Kohn-Sham gap	9.97	eV

=====

[5]
This record from the OMol25 dataset describes a 3-piece molecular cluster, C16H36N3O5 overall. The level of theory is ωB97M-V/def2-TZVPD.

Geometry as ORCA input:
```
! wB97M-V def2-TZVPD RIJCOSX def2/J DEFGRID3
* xyz 1 1
C -2.1446 -2.0675 -0.0767
C -1.2274 -1.9491 -1.3782
O -1.7523 -0.8530 -2.1379
C -2.4050 -1.2445 -3.3342
C -3.9675 -0.9208 -3.2736
C -4.8000 -2.1481 -2.8237
C -4.3962 -3.5287 -2.8919
N -5.4165 -4.3155 -2.3603
C -6.4413 -3.5067 -1.9600
N -6.0786 -2.2299 -2.2516
C -6.9922 -1.0912 -1.9583
N -6.9222 -0.7919 -0.4963
H -1.8054 -2.8751 0.6155
H -3.1895 -2.2377 -0.4645
H -2.0774 -1.0575 0.4138
H -1.1581 -2.9242 -1.9215
H -0.1955 -1.7342 -0.9791
H -2.0126 -0.5676 -4.1480
H -2.1921 -2.2848 -3.6787
H -4.0772 -0.1334 -2.4803
H -4.3106 -0.4594 -4.2336
H -3.4323 -3.8875 -3.2932
H -5.3363 -5.3284 -2.3106
H -7.3715 -3.8808 -1.4921
H -6.7650 -0.1656 -2.5321
H -8.0600 -1.3929 -2.1335
H -6.9765 -1.6773 0.0242
H -5.9438 -0.4970 -0.3576
C 2.1340 -0.2547 0.6548
O 2.5834 -1.0146 -0.4578
C 2.7426 -0.2167 -1.6277
C 4.2033 0.1234 -1.8726
O 4.7109 0.9807 -0.8572
C 5.4984 0.2882 0.1001
H 2.2556 -0.8607 1.5529
H 2.7093 0.6657 0.7779
H 1.0721 -0.0122 0.5347
H 2.1362 0.6928 -1.5649
H 2.3733 -0.8091 -2.4713
H 4.2847 0.6652 -2.8196
H 4.8076 -0.7859 -1.9538
H 6.4706 0.0322 -0.3329
H 5.0031 -0.6189 0.4541
H 5.6570 0.9519 0.9509
C 2.6178 4.7229 5.0534
O 3.9365 4.2170 5.1904
C 3.9855 2.7966 5.1329
C 4.4534 2.3116 3.7707
O 3.5024 2.6156 2.7550
C 3.8783 3.7459 1.9806
H 2.6843 5.7963 4.8757
H 2.0913 4.2633 4.2129
H 2.0554 4.5531 5.9769
H 3.0132 2.3626 5.3880
H 4.7074 2.4712 5.8880
H 4.5522 1.2219 3.8006
H 5.4341 2.7304 3.5230
H 4.6942 3.4775 1.3017
H 4.1838 4.5851 2.6093
H 3.0158 4.0516 1.3875
*
```

total energy	-1171.3350	hartree
HOMO	-10.451	eV
Kohn-Sham gap	7.16	eV